198
Properties=species:S:1:pos:R:3:forces:R:3 method="wB97M-V/def2-TZVPD" fmax_ev_per_a=3.1 gap_ev=9.04 homo_energy_ha=-0.3173 lumo_energy_ev=0.403 energy_ev=-96131.616
C 2.50507 1.22801 2.27730 -0.37 0.78 -0.10
O 1.40260 0.43951 2.70799 0.10 0.01 0.04
H 3.51205 0.80222 2.44803 -0.53 -0.15 0.15
H 2.38316 1.38956 1.20106 0.33 0.20 0.01
H 2.46829 2.23190 2.78224 0.04 -0.90 -0.32
H 1.07428 -0.06140 1.91996 0.57 0.25 0.51
C 5.23348 1.87659 -0.79715 -0.45 0.46 -1.92
O 5.29535 1.02477 -1.99985 -0.08 1.18 1.25
H 4.19674 2.20917 -0.50724 0.76 -0.45 -0.59
H 5.67921 1.46056 0.07987 0.44 -0.66 0.46
H 5.82599 2.76440 -1.09701 -0.46 -0.35 0.39
H 5.17709 0.09093 -1.78507 -0.39 -0.28 0.40
C 2.53989 -6.10743 -2.32076 -0.40 0.35 1.86
O 2.47553 -4.79070 -1.67054 -0.76 -0.07 -2.05
H 2.25044 -6.90822 -1.58655 0.47 0.91 -0.49
H 1.82061 -6.17449 -3.11630 -0.20 0.07 -0.54
H 3.55386 -6.23568 -2.66181 0.30 -0.37 -0.29
H 2.29603 -4.14623 -2.43329 0.43 -0.73 1.57
C -3.52631 10.03402 -4.38616 -0.10 1.50 0.07
O -2.41985 9.24497 -4.63443 0.30 -0.82 0.36
C -2.12056 8.38209 -3.55941 -0.58 -1.89 0.01
C -2.52033 6.92903 -3.91235 0.17 0.16 1.09
N -1.76593 6.44308 -5.06804 -0.26 -1.39 0.17
C -2.01820 5.00010 -5.37214 -2.19 0.94 -0.35
C -1.17380 3.98065 -4.71655 1.70 0.07 -1.75
O -1.38531 3.96594 -3.35712 -0.13 -0.18 0.96
C -0.56427 2.95811 -2.84007 -0.21 -0.40 0.37
H -3.72850 10.55588 -5.29037 -0.41 0.26 -1.03
H -3.24794 10.84899 -3.71769 -0.16 -0.03 0.64
H -4.46030 9.57721 -4.05472 0.22 -0.55 0.14
H -2.62783 8.61880 -2.61252 -0.03 0.43 -0.32
H -1.07105 8.34130 -3.36529 0.89 0.45 -0.08
H -3.63560 6.90781 -3.96569 0.44 -0.26 -0.51
H -2.25775 6.27570 -3.04004 -0.15 0.55 -0.68
H -2.07210 6.89847 -5.90377 -0.08 0.81 -0.21
H -1.98041 4.87472 -6.49379 0.00 0.00 1.18
H -3.07071 4.73608 -5.00548 0.87 0.31 -0.79
H -0.07145 4.14796 -4.98148 -1.12 -0.21 0.46
H -1.47146 3.01014 -5.15923 0.18 0.05 0.12
H -0.68085 2.84004 -1.77752 -0.61 0.07 0.55
H 0.45743 3.26181 -2.95298 0.92 -0.19 -0.48
H -0.78665 1.98402 -3.31563 0.18 0.37 0.09
C 4.99948 4.00570 4.53095 1.61 -0.28 1.00
O 4.59418 2.92466 5.28836 -1.42 -0.96 1.11
C 3.49283 3.29272 6.12519 0.45 0.24 0.30
C 3.01817 2.15937 7.00587 1.17 0.40 0.03
N 1.87133 2.65883 7.71223 -1.57 -0.41 0.41
C 1.26102 1.63351 8.58157 -1.08 0.58 -0.52
C 0.39758 0.57870 7.85052 -0.39 0.25 1.74
O 1.11744 -0.20821 6.97629 0.70 -0.43 -1.07
C 0.30986 -1.17105 6.31854 -1.10 0.35 1.34
H 5.85427 3.66911 3.95673 0.31 0.20 -0.07
H 5.26432 4.77147 5.25387 0.38 0.74 -0.33
H 4.27305 4.35902 3.86601 -1.45 0.61 -1.07
H 2.64648 3.60017 5.50123 -0.01 0.22 -0.18
H 3.73572 4.13888 6.82886 0.07 -0.44 -0.86
H 3.80860 1.95450 7.75277 -0.30 -0.25 -0.40
H 2.77656 1.29313 6.41934 0.27 -0.63 -0.30
H 1.14652 2.86008 7.01655 0.28 0.29 0.15
H 0.57890 2.15071 9.29464 0.41 -0.38 -0.36
H 2.03928 1.17727 9.13364 0.83 -0.58 0.71
H -0.36402 1.17318 7.34014 -0.45 -0.21 -0.30
H -0.10811 -0.09690 8.61765 0.31 0.83 -0.64
H 0.89986 -1.83293 5.71816 0.50 0.09 -0.55
H -0.52658 -0.69209 5.75904 0.61 -0.29 0.11
H -0.13914 -1.79635 7.11546 -0.14 0.05 -0.33
C 6.36133 -5.79625 -0.08244 -0.54 0.97 0.43
O 6.11868 -4.42433 -0.46541 0.79 -1.19 -0.95
C 5.21829 -3.67299 0.30247 0.05 -0.29 -0.31
C 5.24337 -2.21901 -0.21251 -0.48 -0.86 1.22
N 4.49789 -1.85509 -1.40791 -1.27 0.13 0.20
C 4.66099 -2.61340 -2.65334 0.46 -1.08 0.46
C 3.75325 -2.16292 -3.77113 0.55 0.31 -0.91
O 2.42927 -2.40855 -3.41587 -0.92 -0.09 0.19
C 1.50885 -1.85486 -4.37462 -0.15 -0.79 1.50
H 5.53445 -6.50144 -0.33895 0.14 0.70 0.38
H 6.56180 -5.78168 1.02155 -0.04 -0.50 -0.85
H 7.21613 -6.14426 -0.66892 0.07 0.26 0.35
H 5.46408 -3.81060 1.34902 0.56 0.72 0.65
H 4.25246 -4.12428 0.28044 -1.23 -0.14 -0.57
H 6.27354 -1.94371 -0.20022 0.99 0.29 -0.78
H 4.84302 -1.60177 0.58859 -0.34 0.08 0.11
H 3.50754 -1.82408 -1.10280 0.71 -0.08 -0.62
H 4.57364 -3.72807 -2.53685 -0.18 0.85 0.14
H 5.68709 -2.47017 -2.94108 0.57 0.13 -0.42
H 3.96317 -2.65692 -4.75225 0.21 -0.30 0.71
H 3.87759 -1.11193 -4.05494 0.10 0.28 0.59
H 1.90075 -2.07222 -5.35022 -0.35 -0.43 -0.80
H 1.43779 -0.78191 -4.29669 -0.02 0.35 0.30
H 0.53763 -2.31950 -4.09996 0.52 0.40 -0.77
C 3.14151 1.93258 -4.39742 1.35 -0.45 0.55
O 1.96058 1.89050 -5.12162 -1.00 -0.31 -0.69
C 2.07329 1.08001 -6.28911 1.92 0.62 0.15
C 0.72648 0.79652 -6.87657 -0.84 -1.23 -0.23
N -0.19790 0.21726 -5.86778 0.47 0.76 0.16
C -1.53950 0.00604 -6.40291 1.14 -1.57 0.58
C -2.54066 -0.47741 -5.37311 0.57 0.10 -0.55
O -2.84408 0.56885 -4.45966 2.40 0.01 -1.91
C -3.90601 0.31346 -3.67135 -1.99 0.14 1.88
H 4.01223 2.36873 -4.97568 -0.84 -0.42 0.44
H 3.41961 0.89936 -4.04860 -0.02 0.92 -0.26
H 2.96857 2.54286 -3.50609 0.08 -0.06 -0.17
H 2.59168 0.11931 -6.02031 -0.42 0.68 -0.18
H 2.78940 1.65409 -6.97599 -1.07 -0.94 0.34
H 0.83248 0.01782 -7.64788 0.26 0.11 0.10
H 0.30100 1.62994 -7.43092 -0.12 0.61 0.23
H -0.24337 0.89480 -5.09645 -0.09 -0.35 -0.31
H -1.47981 -0.71138 -7.23587 0.04 -0.19 0.37
H -1.88998 0.86506 -6.84567 -1.13 2.42 -1.05
H -2.04200 -1.35066 -4.87801 -0.91 0.38 0.00
H -3.44207 -0.72903 -5.96649 0.14 -0.35 0.62
H -4.86699 0.34949 -4.22721 0.24 0.06 0.10
H -3.91135 1.10530 -2.87112 -0.16 -0.98 -0.74
H -3.84232 -0.70214 -3.23880 -0.03 0.27 0.24
C -7.42908 -3.70464 5.23620 -0.45 -1.92 0.45
O -6.75247 -3.21945 4.13297 0.16 0.56 -0.48
C -6.00876 -4.25871 3.48054 0.23 2.22 0.54
C -5.32888 -3.63408 2.27694 0.31 -1.25 0.72
N -4.39038 -2.59203 2.56553 -0.08 0.89 0.55
C -3.28532 -3.00089 3.41612 0.36 -0.61 0.24
C -2.19776 -1.98630 3.14933 0.16 -0.67 2.14
O -2.77879 -0.74387 3.43772 0.62 0.69 -0.89
C -1.90888 0.33748 3.12172 0.35 0.09 0.01
H -7.71036 -3.00349 5.98462 0.12 1.32 0.19
H -6.79681 -4.43704 5.75123 -0.02 -0.11 0.16
H -8.37420 -4.23128 5.00124 0.29 0.04 -0.36
H -6.68722 -4.97972 3.14017 -0.94 -1.57 -0.36
H -5.31447 -4.62673 4.22006 0.39 -0.61 0.11
H -6.14388 -3.34206 1.63371 0.06 0.48 -0.57
H -4.73911 -4.45128 1.80942 -0.52 0.38 -0.08
H -4.76791 -1.78314 3.09360 -0.31 -0.75 -0.98
H -2.86811 -3.99050 3.13784 -0.50 0.32 0.05
H -3.58413 -3.06015 4.50281 0.47 0.17 -0.81
H -1.80947 -2.15726 2.15809 -0.08 0.60 -0.82
H -1.34409 -2.15314 3.83696 -0.09 0.04 -0.13
H -1.64394 0.40195 2.02725 -0.18 -0.40 0.84
H -0.96212 0.24234 3.72531 -0.76 0.39 -0.65
H -2.47514 1.25064 3.34776 0.39 -0.20 0.14
C -1.82378 -4.91952 -2.09339 -0.15 -1.12 -0.98
C -1.33864 -4.99253 -0.67268 -0.28 1.02 0.63
C -2.36388 -4.48156 0.35141 0.91 0.45 -0.01
O -0.87168 -6.26148 -0.30838 -0.67 -2.14 0.44
H -2.69396 -5.60747 -2.31535 0.96 0.41 0.44
H -0.94870 -5.23433 -2.72828 -1.06 0.56 0.15
H -2.22029 -3.92718 -2.31998 0.48 0.10 -0.17
H -0.40170 -4.41737 -0.58195 -0.55 0.29 -0.16
H -1.91495 -4.71665 1.31254 -0.28 -0.10 0.30
H -3.32437 -4.98205 0.25978 -0.11 -0.04 -0.12
H -2.49951 -3.38031 0.34757 -0.14 -0.65 -0.27
H -1.60384 -6.88920 -0.06970 0.83 1.06 -0.49
C 1.33161 -5.35149 2.01049 0.62 0.12 1.71
C 0.97382 -3.91394 1.76679 0.89 -0.02 -0.32
C 1.46931 -3.07174 2.89586 -2.35 1.48 0.87
O 1.60173 -3.43821 0.57137 0.23 0.41 -0.05
H 0.90734 -5.72642 2.96943 -0.23 0.23 -0.75
H 2.41638 -5.33973 2.26055 -0.42 -0.36 -0.75
H 1.04172 -5.97542 1.19509 0.06 -0.65 -0.49
H -0.08667 -3.71051 1.64391 -0.32 -0.34 0.13
H 0.92045 -3.39398 3.79152 0.19 -0.04 0.03
H 1.12610 -2.03027 2.75106 0.39 -0.37 0.07
H 2.49767 -3.03925 3.13910 1.25 -0.37 -0.23
H 1.84985 -4.09905 -0.09129 -0.11 -0.45 -0.07
C -5.27054 2.06704 0.60929 0.06 0.42 -1.14
C -3.89865 1.65637 0.11578 1.02 0.35 0.69
C -3.71521 0.20534 -0.18640 -0.71 -0.31 -0.19
O -3.52903 2.38518 -1.06768 -0.22 -1.32 -0.01
H -5.91883 1.95868 -0.25925 -0.39 0.14 0.03
H -5.31846 3.10654 0.96408 0.21 -0.26 -0.20
H -5.64487 1.43663 1.37940 -0.17 -0.64 0.75
H -3.17563 1.83382 0.89805 0.26 0.64 0.37
H -4.01027 -0.39451 0.66376 -0.21 -0.24 0.26
H -2.69127 -0.08065 -0.42819 0.02 0.32 -0.19
H -4.36881 0.00689 -1.02073 -0.15 -0.67 -0.35
H -3.32374 3.26528 -0.81889 0.17 1.45 0.26
C 0.50282 4.53044 1.94729 -0.17 1.65 -0.57
C -0.60089 3.58582 2.32724 -0.08 -0.38 0.69
C -0.98774 3.82057 3.80015 -0.78 -0.60 -0.71
O -1.77234 3.69955 1.46299 0.72 0.38 0.90
H 1.41767 4.45481 2.54075 -0.18 -0.44 0.07
H 0.17877 5.60103 2.07370 0.12 -0.92 -0.33
H 0.75004 4.34933 0.89988 0.22 0.26 -0.05
H -0.19115 2.58998 2.18012 -0.13 -0.45 0.28
H -1.96779 3.35448 4.02164 0.48 0.32 -0.08
H -1.05523 4.89513 3.93737 -0.12 0.13 0.33
H -0.25490 3.39113 4.49160 0.03 0.15 -0.26
H -1.56061 3.19678 0.67594 0.04 -0.07 -0.29
C 1.23573 0.32734 -1.53601 -0.90 0.78 -1.66
C 0.29326 -0.40944 -0.61655 1.04 0.55 -0.86
C -0.38357 -1.53873 -1.31810 -0.96 -0.33 0.47
O 1.10412 -0.88846 0.43559 -0.57 0.44 0.48
H 1.76949 1.06427 -0.98821 0.61 0.66 0.64
H 0.68322 0.89654 -2.32115 0.30 -0.54 0.43
H 1.95989 -0.28751 -2.05721 0.09 -0.44 0.11
H -0.39985 0.34297 -0.26662 -0.50 0.06 0.58
H -0.98132 -1.22070 -2.15402 0.02 0.42 -0.67
H -1.13028 -2.04040 -0.68290 0.55 -0.11 0.12
H 0.40223 -2.20447 -1.64366 -0.01 -0.56 -0.22
H 1.18001 -1.84927 0.35494 0.33 -0.64 0.18